C5H19NO6 | the ωB97M-V functional and the def2-TZVPD basis

Last column: Löwdin charge in e.
Geometry (Å):
C: 1.66 1.58 1.20  -0.176
N: 2.10 0.34 0.66  -0.070
C: 1.89 0.19 -0.82  -0.284
C: 0.64 0.84 -1.39  -0.109
C: -0.69 0.15 -1.06  -0.220
O: -0.48 -1.27 -1.20  -0.086
C: 1.96 -1.29 -1.15  -0.245
O: 2.15 -1.67 -2.28  0.049
H: 2.08 2.57 0.86  0.101
H: 0.58 1.80 1.11  0.078
H: 1.85 1.61 2.26  0.076
H: 3.09 0.18 0.83  0.126
H: 2.73 0.59 -1.37  0.145
H: 0.46 1.83 -0.92  0.111
H: 0.69 0.72 -2.47  0.134
H: -1.47 0.42 -1.77  0.081
H: -1.06 0.33 -0.04  0.100
H: -0.94 -1.54 -2.01  0.108
H: 1.89 -2.03 -0.32  0.129
H: -0.54 -0.21 2.57  0.036
H: 0.86 -0.29 2.34  -0.003
O: 0.21 -0.67 2.97  -0.066
H: -3.66 -0.63 1.58  0.042
H: -2.84 -1.39 0.50  0.025
O: -3.20 -0.52 0.74  -0.061
H: -2.86 2.70 -1.24  0.058
H: -2.79 1.37 -1.85  0.024
O: -2.38 2.24 -1.94  -0.056
H: -0.68 -2.71 2.17  0.023
H: -0.33 -2.34 0.77  -0.002
O: -0.94 -2.91 1.26  -0.068

Properties
* F_max: 2.54 eV/Å
* net charge: 0
* highest occupied orbital energy: -9.5 eV
* E_tot: -708.0436 a.u.
* structure (SMILES): CN[C@@H](C=O)CCO.O.O.O.O
* Kohn-Sham gap: 9.81 eV
* energy relative to the best compared isomer or geometry (same formula, charge and spin): 67.2 kcal/mol
* spin multiplicity: 1



C4H9O3 | the ωB97M-V functional and the def2-TZVPD basis

Last column: Löwdin charge in e.
Geometry (Å):
C: -1.55 0.72 0.25  -0.199
C: -1.86 -0.73 -0.05  -0.143
C: -0.42 0.73 1.35  -0.751
O: -0.72 1.25 2.41  -0.036
O: 0.67 0.27 0.97  -0.102
H: -1.08 1.26 -0.63  0.102
H: -2.53 1.24 0.46  0.096
H: -1.17 -1.37 0.40  0.037
H: -1.60 -0.84 -1.13  0.067
H: -2.96 -1.05 -0.03  0.079
C: 2.32 0.04 -0.92  -0.180
O: 2.19 -1.28 -0.33  -0.191
H: 1.70 -1.08 0.49  0.028
H: 1.29 0.41 -1.12  0.064
H: 2.88 0.69 -0.28  0.063
H: 2.82 -0.26 -1.85  0.065

Properties
* F_max: 3.98 eV/Å
* net charge: -1
* highest occupied orbital energy: -4.2 eV
* E_tot: -383.5553 a.u.
* Kohn-Sham gap: 8.32 eV
* energy relative to the best compared isomer or geometry (same formula, charge and spin): 32.1 kcal/mol
* spin multiplicity: 1



C33H45F4N3OPtSiTe | the ωB97M-V functional and the def2-TZVPD basis

Last column: Löwdin charge in e.
Geometry (Å):
Pt: -0.86 -1.20 -1.38  0.866
C: 0.54 -1.29 -4.18  -0.098
N: -0.82 -1.42 -3.66  -0.384
C: -1.69 -0.44 -4.32  -0.105
C: -1.33 -2.79 -3.82  -0.201
C: -2.57 -3.03 -2.99  -0.247
N: -2.27 -2.80 -1.60  -0.115
C: -3.19 -3.10 -0.65  -0.216
C: -2.84 -3.00 0.72  -0.177
F: -1.58 -2.64 1.05  0.047
C: -3.71 -3.27 1.74  -0.231
F: -3.27 -3.15 3.01  0.072
C: -5.02 -3.69 1.51  0.041
C: -5.38 -3.81 0.19  -0.230
F: -6.64 -4.20 -0.12  0.065
C: -4.52 -3.53 -0.85  -0.156
F: -5.03 -3.64 -2.11  0.052
H: 0.57 -1.53 -5.25  0.088
H: 1.21 -1.94 -3.63  0.058
H: 0.88 -0.26 -4.04  0.088
H: -1.70 -0.61 -5.41  0.090
H: -1.31 0.56 -4.12  0.074
H: -2.70 -0.51 -3.94  0.055
H: -0.54 -3.47 -3.49  0.111
H: -1.53 -2.99 -4.89  0.121
H: -2.90 -4.06 -3.17  0.122
H: -3.39 -2.39 -3.36  0.101
H: -5.70 -3.91 2.32  0.123
C: -4.24 0.12 -1.71  -0.211
Si: -2.48 0.44 -1.04  0.371
C: -2.03 2.14 -1.75  -0.228
C: -2.76 0.61 0.83  -0.206
H: -4.96 0.71 -1.14  0.027
H: -4.52 -0.93 -1.60  0.004
H: -4.35 0.40 -2.76  0.013
H: -2.67 2.92 -1.32  0.028
H: -2.18 2.16 -2.83  0.004
H: -0.98 2.40 -1.56  -0.021
H: -3.23 1.58 1.06  0.029
H: -1.84 0.53 1.41  -0.003
H: -3.43 -0.18 1.16  0.019
C: 1.80 -3.55 -1.44  -0.042
C: 2.22 -2.10 -1.16  -0.828
O: 3.44 -1.87 -1.09  -0.096
N: 1.22 -1.26 -0.95  -0.381
Te: 1.87 0.80 -0.41  1.634
C: 3.29 2.32 0.43  -0.329
C: 4.16 2.03 1.48  -0.287
C: 4.25 0.66 2.09  -0.056
C: 4.99 3.04 1.98  -0.025
C: 5.00 4.31 1.45  -0.283
C: 5.89 5.39 2.01  -0.064
C: 4.16 4.57 0.36  -0.034
C: 3.32 3.59 -0.16  -0.325
C: 2.46 3.96 -1.35  -0.098
C: 1.02 0.53 1.52  -0.357
C: 1.11 -0.69 2.18  -0.292
C: 1.89 -1.87 1.68  -0.075
C: 0.46 -0.84 3.41  -0.016
C: -0.26 0.18 4.00  -0.271
C: -1.01 -0.03 5.29  -0.053
C: -0.31 1.40 3.34  -0.040
C: 0.30 1.59 2.10  -0.313
C: 0.14 2.94 1.46  -0.065
H: 2.45 -4.21 -0.85  0.075
H: 1.98 -3.79 -2.49  0.064
H: 0.76 -3.74 -1.20  0.051
H: 4.16 -0.11 1.32  0.057
H: 3.46 0.49 2.82  0.083
H: 5.21 0.52 2.59  0.076
H: 5.66 2.80 2.81  0.109
H: 6.54 5.00 2.79  0.067
H: 5.30 6.21 2.44  0.075
H: 6.52 5.82 1.23  0.074
H: 4.17 5.56 -0.09  0.110
H: 2.73 4.95 -1.71  0.069
H: 1.40 3.95 -1.09  0.057
H: 2.59 3.25 -2.17  0.058
H: 2.70 -1.59 1.00  0.024
H: 1.24 -2.56 1.14  0.076
H: 2.33 -2.40 2.53  0.087
H: 0.52 -1.81 3.91  0.119
H: -0.57 -0.84 5.87  0.072
H: -2.05 -0.30 5.09  0.080
H: -1.00 0.87 5.90  0.071
H: -0.87 2.22 3.78  0.114
H: -0.63 3.51 1.98  0.079
H: -0.16 2.85 0.41  0.031
H: 1.07 3.51 1.49  0.076

Properties
* F_max: 1.43 eV/Å
* net charge: -1
* highest occupied orbital energy (spin up / spin down): -3.8 / -3.6 eV
* E_tot: -2600.2402 a.u.
* Kohn-Sham gap (spin up / spin down): 6.11 / 5.58 eV
* energy relative to the best compared isomer or geometry (same formula, charge and spin): 40.8 kcal/mol
* spin multiplicity: 2



C28H20AsCl4MoN7O5S4 | the ωB97M-V functional and the def2-TZVPD basis

Last column: Löwdin charge in e.
Geometry (Å):
Mo: -1.61 -1.18 -1.59  1.525
Cl: -5.56 3.41 -4.58  0.687
C: -4.26 2.30 -4.79  -0.706
C: -3.44 2.38 -5.92  -0.706
Cl: -3.76 3.55 -7.14  0.689
C: -2.33 1.54 -6.04  -0.609
Cl: -1.30 1.64 -7.40  0.727
C: -2.04 0.63 -5.03  -0.359
O: -0.88 -0.04 -4.95  -0.519
C: -2.92 0.45 -3.93  -0.373
O: -2.69 -0.43 -3.02  -0.303
C: -4.01 1.34 -3.83  -0.598
Cl: -4.98 1.22 -2.41  0.745
C: 6.28 2.79 8.50  -0.085
O: 5.42 3.52 7.66  -0.076
C: 4.92 2.91 6.56  -0.272
C: 4.14 3.71 5.72  0.011
C: 3.59 3.20 4.57  -0.009
C: 3.79 1.85 4.24  -0.164
C: 4.57 1.06 5.07  -0.025
C: 5.13 1.57 6.23  -0.016
C: 3.14 1.32 3.07  -0.265
N: 2.59 2.04 2.13  0.187
C: 1.98 1.17 1.28  -0.166
C: 2.18 -0.15 1.74  -0.119
N: 2.94 -0.03 2.86  0.186
C: 1.59 -1.27 1.12  -0.071
C: 1.76 -2.64 1.48  -0.014
C: 1.09 -3.60 0.81  -0.088
C: 0.16 -3.26 -0.27  -0.578
N: -0.14 -1.91 -0.45  -0.228
C: 0.68 -0.98 0.09  -0.176
C: 0.53 0.34 -0.44  -0.141
N: -0.28 0.46 -1.52  -0.033
C: -0.35 1.65 -2.12  -0.063
C: 0.30 2.78 -1.62  -0.020
C: 1.05 2.70 -0.47  0.034
C: 1.21 1.44 0.12  -0.070
H: 6.61 3.48 9.27  0.094
H: 7.15 2.42 7.95  0.097
H: 5.77 1.95 8.97  0.096
H: 3.97 4.74 6.01  0.121
H: 2.99 3.80 3.92  0.113
H: 4.76 0.02 4.82  0.107
H: 5.72 0.92 6.85  0.104
H: 3.23 -0.77 3.47  0.152
H: 2.42 -2.89 2.30  0.109
H: 1.19 -4.64 1.05  0.113
H: -0.75 -3.88 -0.26  0.093
H: -0.98 1.72 -2.99  0.110
H: 0.17 3.72 -2.14  0.113
H: 1.54 3.56 -0.04  0.124
S: -1.68 -4.41 -4.30  -0.071
As: -0.59 -2.93 -3.30  0.101
S: -0.35 -1.22 -6.13  0.429
S: 0.96 -3.90 -2.00  0.415
S: 0.95 -2.13 -4.96  0.101
O: -2.85 -0.18 0.88  -0.017
N: -2.32 -0.53 -0.13  -0.326
C: -6.07 -4.13 -2.89  -0.066
N: -4.69 -4.04 -2.47  0.040
C: -4.15 -2.98 -1.87  -0.588
N: -4.92 -1.95 -1.48  0.201
O: -2.92 -2.98 -1.62  -0.203
H: -6.24 -5.10 -3.35  0.092
H: -6.33 -3.35 -3.60  0.091
H: -6.73 -4.05 -2.02  0.087
H: -4.02 -4.69 -2.88  0.082
H: -5.88 -1.86 -1.76  0.098
H: -4.47 -1.16 -1.05  0.050

Properties
* F_max: 3.11 eV/Å
* net charge: 0
* highest occupied orbital energy (spin up / spin down): -7.1 / -7.1 eV
* E_tot: -7576.0797 a.u.
* Kohn-Sham gap (spin up / spin down): 5.23 / 5.22 eV
* spin multiplicity: 1



C10H26N2O2Si | the ωB97M-V functional and the def2-TZVPD basis

Last column: Löwdin charge in e.
Geometry (Å):
O: 1.37 -0.49 -1.67  -0.183
O: 0.79 1.53 -0.10  -0.186
N: -3.51 -1.00 3.87  -0.032
N: -1.23 -1.43 2.18  -0.137
C: 2.01 -0.97 -3.84  -0.066
C: 2.57 3.18 0.60  -0.040
C: 1.16 -1.38 -2.65  -0.364
C: 2.15 1.81 -0.10  -0.297
C: -2.20 -1.42 4.45  -0.248
C: -1.04 -0.93 3.51  -0.254
C: -0.69 -0.79 1.05  -0.244
C: -1.42 -1.30 -0.30  -0.235
C: 0.25 1.75 -2.89  -0.114
C: -1.48 -0.13 -1.14  -0.271
Si: 0.22 0.69 -1.40  0.392
H: -3.71 0.03 3.76  0.088
H: -3.57 -1.28 2.92  0.022
H: -0.94 -2.44 2.10  0.147
H: 1.71 -0.04 -4.21  0.032
H: 2.13 -1.62 -4.67  0.060
H: 3.10 -0.84 -3.60  0.097
H: 1.94 3.45 1.40  0.046
H: 3.61 3.34 0.86  0.065
H: 2.40 4.02 -0.10  0.066
H: 1.48 -2.42 -2.33  0.137
H: 0.08 -1.41 -2.85  0.099
H: 2.73 0.89 0.25  0.137
H: 2.41 1.81 -1.15  0.073
H: -1.98 -0.95 5.41  0.097
H: -2.12 -2.55 4.50  0.113
H: 0.03 -1.19 3.87  0.129
H: -1.11 0.16 3.43  0.104
H: -0.82 0.30 1.16  0.104
H: 0.44 -0.91 0.97  0.127
H: -2.46 -1.77 -0.22  0.129
H: -0.94 -2.09 -0.90  0.093
H: -0.49 2.50 -2.74  0.025
H: 1.22 2.27 -2.94  0.052
H: -0.03 1.20 -3.79  0.048
H: -2.00 0.74 -0.67  0.102
H: -2.04 -0.34 -2.05  0.089

Properties
* F_max: 3.44 eV/Å
* net charge: 0
* highest occupied orbital energy: -8.4 eV
* E_tot: -946.1095 a.u.
* structure (SMILES): CCO[Si](C)(CCCNCCN)OCC
* Kohn-Sham gap: 9.27 eV
* energy relative to the best compared isomer or geometry (same formula, charge and spin): 31.9 kcal/mol
* spin multiplicity: 1



C17H19N5O4 | the ωB97M-V functional and the def2-TZVPD basis

Last column: Löwdin charge in e.
Geometry (Å):
C: 2.86 4.92 -2.56  0.037
H: 2.09 5.24 -3.25  0.070
O: 1.99 4.29 -1.43  0.008
C: 1.31 3.32 -1.66  -0.579
C: 1.11 2.86 -2.81  -0.067
C: 0.47 1.63 -3.05  -0.006
C: -0.06 1.12 -1.97  -0.133
C: -0.25 1.75 -0.72  -0.259
C: 0.58 2.87 -0.65  0.066
H: 0.82 3.35 0.39  0.159
O: -0.88 1.03 0.17  -0.074
C: -0.73 1.69 1.50  -0.051
H: -1.25 1.20 2.44  0.099
H: 0.43 1.49 1.88  0.152
H: -1.05 2.77 1.72  0.105
N: -0.95 -0.07 -2.04  0.139
C: -1.01 -1.01 -2.78  -0.429
O: -0.49 -1.04 -3.99  -0.087
C: -2.09 -2.38 -2.39  0.018
C: -1.37 -2.76 -1.15  -0.301
N: -2.04 -2.01 -0.11  0.081
N: -1.34 -2.24 1.01  -0.043
C: -0.17 -2.04 1.47  -0.405
O: 0.91 -1.89 0.68  -0.053
C: -0.32 -1.85 2.96  -0.135
N: -1.17 -1.85 3.83  0.095
C: -0.91 -1.55 5.20  -0.179
C: 0.17 -1.72 5.60  -0.152
N: 1.50 -1.62 4.87  0.100
C: 1.30 -1.79 3.66  -0.034
H: 2.03 -1.87 2.97  0.054
H: 0.31 -1.41 6.74  0.158
H: -1.90 -1.69 5.67  0.130
H: -2.12 -1.94 1.97  0.257
C: -0.34 -3.65 -1.02  -0.047
H: -0.55 -4.53 -0.25  0.161
H: 0.43 -3.16 -0.89  -0.030
H: -0.13 -4.45 -1.98  0.181
H: -3.01 -1.95 -2.37  0.055
H: -1.85 -3.11 -3.34  0.169
H: -1.38 -0.34 -1.01  0.185
H: 0.48 0.99 -4.19  0.212
H: 1.74 3.12 -3.89  0.190
H: 3.41 5.97 -2.14  0.163
H: 3.44 4.33 -3.11  0.019

Properties
* F_max: 18.58 eV/Å
* net charge: 0
* highest occupied orbital energy: -8.1 eV
* E_tot: -1233.3160 a.u.
* structure (SMILES): COc1ccc(NC(=O)C/C(C)=N/NC(=O)c2cnccn2)c(OC)c1
* Kohn-Sham gap: 7.73 eV
* energy relative to the best compared isomer or geometry (same formula, charge and spin): 402.2 kcal/mol
* spin multiplicity: 1



C27H38BN6O2RuS3 | the ωB97M-V functional and the def2-TZVPD basis

Last column: Löwdin charge in e.
Geometry (Å):
Ru: -0.25 0.25 0.20  1.156
O: 0.38 2.24 0.23  -0.668
S: 1.29 3.25 -0.47  1.101
C: 0.24 4.73 -0.61  -0.274
C: -1.25 4.40 -0.65  -0.220
C: -1.82 4.23 0.76  -0.218
C: -3.21 3.61 0.75  -0.277
S: -3.20 1.79 0.63  1.062
O: -1.96 1.48 -0.22  -0.750
C: -2.87 1.33 2.32  -0.393
C: -1.59 1.02 2.77  -0.103
C: -1.41 0.58 4.07  -0.050
C: -2.50 0.46 4.91  -0.037
C: -3.78 0.78 4.46  -0.036
C: -3.97 1.20 3.15  -0.067
C: 1.45 2.75 -2.18  -0.372
C: 0.86 1.59 -2.66  -0.082
C: 1.16 1.17 -3.95  -0.063
C: 2.01 1.92 -4.74  -0.039
C: 2.58 3.09 -4.26  -0.040
C: 2.32 3.51 -2.96  -0.071
H: 0.60 5.22 -1.52  0.101
H: 0.51 5.35 0.24  0.105
H: -1.39 3.50 -1.24  0.095
H: -1.78 5.21 -1.17  0.133
H: -1.87 5.20 1.26  0.134
H: -1.17 3.60 1.36  0.097
H: -3.82 3.95 -0.10  0.103
H: -3.78 3.81 1.66  0.107
H: -0.74 1.17 2.10  0.055
H: -0.41 0.33 4.42  0.122
H: -2.37 0.12 5.93  0.122
H: -4.63 0.68 5.12  0.124
H: -4.97 1.40 2.79  0.123
H: 0.20 1.04 -2.00  0.055
H: 0.75 0.24 -4.32  0.094
H: 2.24 1.59 -5.75  0.120
H: 3.25 3.67 -4.88  0.123
H: 2.81 4.39 -2.57  0.123
B: 1.81 -1.74 -1.10  -0.392
N: 2.53 -0.56 -0.34  -0.053
C: 3.80 -0.17 -0.26  -0.035
C: 3.91 0.77 0.75  -0.022
C: 2.62 0.91 1.25  -0.139
N: 1.80 0.09 0.57  -0.110
N: 0.99 -2.42 0.04  -0.067
C: 0.94 -3.70 0.46  -0.040
C: 0.08 -3.79 1.54  -0.020
C: -0.38 -2.49 1.74  -0.155
N: 0.19 -1.69 0.83  -0.225
H: 1.07 -1.31 -1.95  0.046
H: 2.64 -2.50 -1.50  0.084
H: 4.55 -0.64 -0.87  0.138
H: 4.80 1.26 1.10  0.111
H: 2.24 1.53 2.05  0.120
H: 1.56 -4.44 -0.02  0.135
H: -0.16 -4.66 2.12  0.111
H: -1.06 -2.09 2.47  0.114
C: -2.66 1.40 -4.86  -0.056
C: -3.17 0.14 -4.20  -0.193
N: -2.59 -0.04 -2.86  0.052
C: -1.96 -1.05 -2.30  -0.649
S: -2.01 -1.21 -0.54  0.818
N: -1.32 -2.02 -2.94  0.039
C: -0.95 -2.16 -4.35  -0.218
C: -1.79 -3.20 -5.07  -0.057
H: -3.13 1.52 -5.84  0.091
H: -1.58 1.38 -4.99  0.061
H: -2.92 2.29 -4.28  0.080
H: -2.97 -0.74 -4.80  0.093
H: -4.25 0.18 -4.07  0.134
H: -2.87 0.65 -2.17  0.102
H: -0.99 -2.74 -2.31  0.126
H: 0.11 -2.46 -4.34  0.129
H: -1.00 -1.18 -4.82  0.096
H: -1.68 -4.18 -4.60  0.088
H: -1.47 -3.28 -6.11  0.092
H: -2.85 -2.93 -5.06  0.077

Properties
* F_max: 0.80 eV/Å
* net charge: +2
* highest occupied orbital energy (spin up / spin down): -14.0 / -14.0 eV
* E_tot: -2844.4231 a.u.
* Kohn-Sham gap (spin up / spin down): 7.30 / 7.59 eV
* energy relative to the best compared isomer or geometry (same formula, charge and spin): 50.5 kcal/mol
* spin multiplicity: 2



C3H4ClN3 | the ωB97M-V functional and the def2-TZVPD basis

Last column: Löwdin charge in e.
Geometry (Å):
C: -1.29 -2.49 -0.13  -0.234
C: -1.05 -1.28 0.05  -0.225
C: 2.25 1.94 0.08  -0.123
N: -1.68 -3.62 -0.21  0.105
N: -0.86 -0.11 0.26  0.124
N: 1.93 0.71 0.08  -0.548
Cl: 2.96 -0.61 0.38  0.578
H: -1.44 -4.10 -1.10  0.089
H: 3.30 2.20 0.36  0.074
H: 1.64 2.72 -0.42  0.087
H: -0.15 0.52 -0.22  0.073

Properties
* F_max: 4.57 eV/Å
* net charge: 0
* highest occupied orbital energy (spin up / spin down): -6.6 / -10.3 eV
* E_tot: -740.9534 a.u.
* Kohn-Sham gap (spin up / spin down): 6.90 / 9.50 eV
* energy relative to the best compared isomer or geometry (same formula, charge and spin): 6.9 kcal/mol
* spin multiplicity: 3



C11H19NO | the ωB97M-V functional and the def2-TZVPD basis

Last column: Löwdin charge in e.
Geometry (Å):
C: -0.45 2.78 -0.48  0.202
C: -0.61 1.62 -0.21  -0.193
C: 0.93 -0.33 -0.73  -0.329
C: 1.89 0.68 1.38  -0.051
C: 3.09 0.75 -0.83  -0.041
C: 2.76 -1.44 0.36  -0.043
C: -2.93 0.22 0.84  -0.031
C: -2.39 -0.33 -1.55  -0.020
C: -1.62 -1.86 0.32  -0.033
C: 2.15 -0.06 0.07  -0.570
C: -1.88 -0.41 -0.10  -0.604
N: -0.66 0.34 0.12  0.110
O: 0.77 -0.86 -1.76  0.079
H: -0.35 3.81 -0.66  0.036
H: 2.83 0.77 1.94  0.089
H: 1.49 1.67 1.19  0.063
H: 1.17 0.13 1.99  0.080
H: 4.04 0.90 -0.34  0.081
H: 3.26 0.23 -1.77  0.087
H: 2.65 1.73 -1.05  0.081
H: 3.71 -1.31 0.87  0.081
H: 2.10 -2.03 0.99  0.085
H: 2.94 -1.98 -0.57  0.087
H: -2.61 0.13 1.87  0.088
H: -3.05 1.28 0.61  0.079
H: -3.88 -0.28 0.71  0.088
H: -3.34 -0.85 -1.64  0.089
H: -1.67 -0.79 -2.23  0.078
H: -2.52 0.71 -1.84  0.083
H: -1.15 -1.88 1.30  0.086
H: -2.56 -2.40 0.37  0.086
H: -0.98 -2.36 -0.40  0.080

Properties
* F_max: 4.01 eV/Å
* net charge: 0
* highest occupied orbital energy (spin up / spin down): -4.6 / -9.5 eV
* E_tot: -560.3047 a.u.
* Kohn-Sham gap (spin up / spin down): 5.32 / 7.19 eV
* energy relative to the best compared isomer or geometry (same formula, charge and spin): 0.0 kcal/mol
* spin multiplicity: 3



- Among the records above, which one has the highest F_max?
  C17H19N5O4